Formula: C4H6O2
Source: OMol25
Level of theory: ωB97M-V with the def2-TZVPD basis set

Each line ends with the Löwdin charge.
Cartesian coordinates (Å):
O: 2.7526 0.0401 -0.2719  0.007
C: 1.6606 -0.2924 0.2136  -0.215
C: 0.3925 0.5955 0.0468  -0.120
C: -0.8404 -0.0899 0.4920  -0.342
C: -2.1800 0.4349 -0.0037  -0.080
O: -1.5724 -0.7863 -0.5015  -0.068
H: 1.5981 -1.2676 0.8179  0.138
H: 0.5650 1.6250 0.6166  0.172
H: 0.3526 0.8131 -1.0407  0.135
H: -0.8410 -0.6483 1.4327  0.144
H: -3.0580 0.2963 0.6312  0.102
H: -2.2538 1.2625 -0.7624  0.126

SMILES = O=CC[C@H]1CO1
M = 86.1 g/mol
gap between HOMO and LUMO = 0.3961 Ha


Formula: C7H24HgN4O7
Source: OMol25
Level of theory: ωB97M-V with the def2-TZVPD basis set

Each line ends with the Löwdin charge.
Cartesian coordinates (Å):
Hg: 8.5281 13.7953 -22.1690  1.150
C: 8.5012 16.1962 -25.0823  -0.106
C: 8.4176 16.6644 -23.6192  -0.493
O: 7.6429 15.8993 -22.7806  -0.370
H: 9.2980 16.7018 -25.6279  0.058
H: 7.5454 16.4770 -25.5247  0.058
H: 8.6243 15.1163 -24.9994  0.048
H: 8.0478 17.6865 -23.5383  0.087
H: 9.4849 16.6838 -23.3987  0.069
C: 8.7315 11.5576 -24.8741  -0.348
O: 9.1066 12.5299 -23.9661  -0.460
H: 8.9046 11.9137 -25.8896  0.049
H: 9.4642 10.7563 -24.7783  0.042
H: 7.7736 11.0662 -24.7038  0.040
C: 5.5851 12.6412 -23.1678  -0.262
C: 5.5551 13.6645 -24.3295  -0.275
O: 5.1680 14.9015 -23.9382  -0.076
O: 6.3183 12.8673 -22.0359  -0.145
H: 5.7592 11.6204 -23.5082  0.109
H: 4.5722 12.6819 -22.7674  0.114
H: 4.8177 13.3905 -25.0839  0.120
H: 6.5203 13.8550 -24.7988  0.102
H: 5.8650 15.3489 -23.4527  0.033
H: 5.9445 12.1987 -21.4573  0.095
C: 8.6822 11.2028 -19.6676  -0.838
O: 8.6844 11.8385 -20.7411  -0.059
N: 9.5572 11.3374 -18.7219  0.116
N: 7.8940 10.2028 -19.4047  0.121
H: 9.4588 10.8684 -17.8328  0.016
H: 10.3200 11.9870 -18.8496  0.065
H: 7.3144 9.8707 -20.1622  0.100
H: 7.8492 9.6800 -18.5416  0.051
C: 6.9631 15.1701 -19.3997  -0.788
O: 7.7970 14.6851 -20.1416  -0.049
N: 7.0272 15.2246 -18.1173  0.148
N: 5.8906 15.8127 -19.8180  0.168
H: 7.7625 14.8794 -17.5171  0.076
H: 6.1947 15.6682 -17.7565  0.091
H: 5.4888 16.4951 -19.1912  0.098
H: 5.8733 15.9375 -20.8201  0.105
O: 10.6498 14.4793 -21.4605  -0.137
H: 10.7508 14.7772 -20.5565  0.028
H: 11.4431 14.7812 -21.9028  0.051

expectation value of S² = 0.75
spin multiplicity = 2
M = 476.9 g/mol
charge = -1
gap between HOMO and LUMO (alpha / beta) = 0.0996 / 0.2649 Ha


Formula: C10H17O3P
Source: OMol25
Level of theory: ωB97M-V with the def2-TZVPD basis set

Each line ends with the Löwdin charge.
Cartesian coordinates (Å):
C: 2.3435 -0.7598 1.4036  0.115
C: 1.4023 -0.3058 0.8582  -0.164
P: -0.1668 0.2276 0.2846  0.873
O: -1.1331 0.6301 1.7527  -0.468
C: -0.9000 -1.0825 -0.6543  -0.235
C: -1.3324 -2.1445 0.4986  -0.093
C: -0.1297 -2.8895 0.9042  -0.648
O: 0.6915 -3.3346 0.1457  0.085
O: 0.0120 -2.9406 2.1621  0.004
C: 1.3115 -3.3758 2.7136  0.014
C: 0.2192 1.7569 -0.7068  -0.635
C: 0.8758 1.1736 -1.9632  -0.085
C: -1.2049 2.4191 -1.0979  -0.047
C: 1.0759 2.6941 0.0548  -0.089
H: 3.2084 -1.1799 1.6656  0.016
H: -0.1706 -1.6404 -1.4171  0.141
H: -1.7850 -0.8027 -1.3066  0.113
H: -2.0273 -2.8181 0.1110  0.110
H: -1.5800 -1.5520 1.3435  0.075
H: 2.1584 -2.6812 2.5496  0.056
H: 1.6268 -4.2468 2.0768  0.106
H: 1.0765 -3.6020 3.7535  0.098
H: 0.3784 0.3174 -2.3191  0.043
H: 0.7866 1.9878 -2.6145  0.064
H: 1.9703 0.9939 -1.7387  0.107
H: -2.0171 1.6737 -1.1954  0.070
H: -1.2157 3.0434 -2.0090  0.087
H: -1.4898 2.9668 -0.2572  0.048
H: 0.9794 2.5519 1.1114  0.075
H: 2.0849 2.2851 -0.1250  0.081
H: 1.0686 3.7272 -0.2029  0.084

SMILES = C#C[P@](=O)(CCC(=O)OC)C(C)(C)C
M = 216.2 g/mol
gap between HOMO and LUMO = 0.3533 Ha